Entry 1:
{"formula": "C25H50BrF5N2O16P2S", "method": "ωB97M-V/def2-TZVPD", "species": ["C", "C", "C", "Br", "C", "O", "C", "N", "C", "C", "C", "C", "O", "C", "O", "C", "C", "O", "C", "O", "C", "O", "N", "C", "C", "C", "S", "O", "O", "C", "F", "F", "C", "F", "F", "F", "H", "H", "H", "H", "H", "H", "H", "H", "H", "H", "H", "H", "H", "H", "H", "H", "H", "H", "H", "H", "H", "H", "H", "H", "H", "H", "H", "H", "H", "H", "H", "H", "C", "O", "P", "O", "O", "C", "O", "C", "H", "H", "H", "H", "H", "H", "H", "H", "H", "C", "O", "P", "O", "O", "C", "O", "C", "H", "H", "H", "H", "H", "H", "H", "H", "H"], "xyz": [[-0.410, 3.841, 0.495], [-0.244, 3.295, 1.925], [-0.855, 1.907, 2.102], [-0.584, 1.272, 3.925], [-0.375, 0.879, 1.025], [0.281, -0.236, 1.557], [1.702, -0.193, 1.542], [2.173, 1.187, 1.680], [2.259, -0.980, 2.746], [2.133, -2.503, 2.740], [0.720, -3.008, 3.049], [0.595, -3.470, 4.489], [-0.770, -3.682, 4.893], [-1.494, -4.439, 4.038], [-1.268, -5.601, 3.812], [2.322, -0.730, 0.213], [1.366, -1.553, -0.655], [0.719, -2.606, 0.019], [1.234, -3.871, -0.309], [2.795, 0.360, -0.563], [3.699, 0.059, -1.561], [3.146, 0.508, -2.797], [4.949, 0.721, -1.299], [6.029, 0.183, -1.696], [6.220, -0.375, -3.089], [7.219, 0.106, -0.790], [-1.880, 0.239, 0.203], [-1.532, -0.511, -0.970], [-2.770, 1.329, -0.097], [-2.781, -0.974, 1.322], [-2.135, -1.239, 2.457], [-2.917, -2.107, 0.637], [-4.216, -0.507, 1.694], [-4.688, -1.368, 2.603], [-5.021, -0.543, 0.647], [-4.189, 0.696, 2.248], [-1.291, 3.410, 0.019], [0.492, 3.668, -0.087], [-0.564, 4.915, 0.543], [0.789, 3.356, 2.255], [-0.807, 3.953, 2.589], [-1.930, 2.042, 2.040], [0.156, 1.387, 0.218], [3.185, 1.201, 1.671], [1.917, 1.469, 2.626], [1.854, -0.579, 3.676], [3.327, -0.751, 2.735], [2.776, -2.864, 3.551], [2.550, -2.931, 1.833], [-0.040, -2.251, 2.873], [0.500, -3.834, 2.374], [0.972, -2.676, 5.134], [1.186, -4.364, 4.695], [-2.342, -3.949, 3.540], [3.198, -1.353, 0.436], [0.649, -0.866, -1.101], [1.912, -1.981, -1.504], [1.151, -4.096, -1.377], [2.293, -3.973, -0.036], [0.688, -4.629, 0.247], [3.890, -1.015, -1.666], [2.744, -0.240, -3.248], [5.826, -1.393, -3.168], [7.278, -0.441, -3.336], [5.749, 0.268, -3.826], [7.087, 0.737, 0.084], [8.152, 0.364, -1.290], [7.303, -0.944, -0.497], [3.753, 7.919, -3.540], [3.367, 7.313, -2.288], [2.861, 5.783, -2.199], [1.763, 5.716, -1.240], [4.216, 5.177, -1.538], [5.502, 5.567, -1.993], [2.643, 4.705, -3.343], [3.335, 3.443, -3.342], [3.203, 8.849, -3.658], [4.820, 8.139, -3.518], [3.543, 7.277, -4.396], [5.894, 6.365, -1.361], [5.491, 5.902, -3.033], [6.161, 4.703, -1.916], [3.226, 2.949, -2.383], [4.388, 3.570, -3.588], [2.877, 2.836, -4.117], [-11.110, -3.463, -0.374], [-10.279, -3.901, -1.470], [-9.000, -3.051, -1.968], [-8.947, -3.104, -3.424], [-7.869, -4.028, -1.327], [-8.014, -4.571, -0.022], [-8.427, -1.657, -1.459], [-7.090, -1.524, -0.954], [-12.146, -3.459, -0.706], [-11.008, -4.161, 0.456], [-10.850, -2.462, -0.028], [-8.436, -5.575, -0.083], [-8.646, -3.952, 0.619], [-7.024, -4.634, 0.428], [-6.372, -1.951, -1.649], [-6.997, -1.990, 0.023], [-6.906, -0.460, -0.844]], "mulliken_charge": [-1.0632, -0.3915, -0.6463, -0.0810, -0.0690, 0.1760, -0.1218, -0.3066, -1.5235, -0.9630, 0.3493, -0.8522, -0.3668, 0.2280, -0.5025, 0.2988, -1.4088, -0.0416, -1.1294, 0.0003, -1.2034, -0.5007, -0.2531, 0.9665, -1.2230, -1.5000, 1.2458, -0.7316, -0.7137, 0.6295, -0.1722, -0.2872, 0.6216, -0.2653, -0.2110, -0.2097, 0.3022, 0.1879, 0.4036, 0.1894, 0.5359, 0.8211, 0.2319, 0.3732, 0.3835, 0.3704, 0.4505, 0.7725, 0.2415, -0.2874, 0.3458, 0.4283, 0.3466, 0.3660, 0.4621, 0.2330, 0.7239, 0.4129, 0.4061, 0.3380, 0.8259, 0.2806, 0.3038, 0.4234, 0.2749, 0.3510, 0.4209, 0.3187, -0.6984, -0.2788, 0.9008, -0.5760, -0.2738, -0.7284, -0.3428, -0.5820, 0.2434, 0.2796, 0.3444, 0.2407, 0.3534, 0.2326, 0.3164, 0.2143, 0.3314, -0.6647, -0.2810, 1.0540, -0.7254, -0.3559, -0.6904, -0.3167, -0.6494, 0.2427, 0.2703, 0.3417, 0.2490, 0.3192, 0.2782, 0.3650, 0.2188, 0.3518], "smiles": "CC[C@H](Br)[C@@H](O[C@@](N)(CCCCOC=O)[C@@H](COC)O[C@@H](O)N=C(C)C)S(=O)(=O)C(F)(F)C(F)(F)F.COP(=O)(OC)OC.COP(=O)(OC)OC"}

Entry 2:
{"formula": "C3H9O", "method": "ωB97M-V/def2-TZVPD", "species": ["C", "H", "H", "H", "H", "C", "O", "C", "H", "H", "H", "H", "H"], "xyz": [[3.054, 0.072, 0.569], [2.004, 0.340, 0.754], [3.427, 0.996, 0.105], [3.259, -0.710, -0.157], [3.543, -0.114, 1.525], [-0.831, -0.359, -0.413], [-0.221, 0.634, 0.266], [-2.381, -0.241, -0.433], [-0.611, -1.362, 0.064], [-0.448, -0.516, -1.457], [-2.649, 0.712, 0.027], [-2.842, -1.056, 0.136], [-2.791, -0.243, -1.408]], "mulliken_charge": [-0.8220, 0.1834, 0.2082, 0.1919, 0.2366, -0.1880, -0.8725, -0.9131, 0.1024, 0.1419, 0.2507, 0.2145, 0.2661], "relative_energy_ev": 0.3807, "total_charge": -1}

Entry 3:
{"formula": "C19H12CuN3S3", "method": "ωB97M-V/def2-TZVPD", "species": ["Cu", "C", "C", "N", "C", "C", "C", "C", "C", "C", "C", "N", "C", "C", "C", "C", "C", "C", "C", "C", "N", "C", "H", "H", "H", "H", "H", "H", "H", "H", "H", "H", "H", "H", "S", "C", "S", "S"], "xyz": [[-0.004, 0.180, -0.225], [4.734, -1.616, -0.132], [3.889, -0.573, -0.575], [2.987, -0.006, 0.174], [2.816, -0.453, 1.444], [3.640, -1.459, 2.000], [4.617, -2.040, 1.157], [3.469, -1.862, 3.347], [2.479, -1.276, 4.090], [1.632, -0.299, 3.543], [1.746, 0.128, 2.227], [0.868, 0.964, 1.593], [0.389, 2.064, 2.166], [0.812, 2.677, 3.360], [0.220, 3.851, 3.840], [-0.811, 4.484, 3.189], [-1.257, 3.940, 1.956], [-2.292, 4.521, 1.189], [-2.662, 3.959, -0.002], [-1.980, 2.813, -0.452], [-1.013, 2.259, 0.234], [-0.656, 2.772, 1.433], [5.449, -2.058, -0.815], [3.968, -0.212, -1.597], [5.247, -2.831, 1.552], [4.108, -2.635, 3.758], [2.323, -1.586, 5.118], [0.825, 0.096, 4.147], [1.621, 2.231, 3.923], [0.591, 4.267, 4.772], [-1.277, 5.378, 3.585], [-2.786, 5.412, 1.565], [-3.460, 4.378, -0.604], [-2.242, 2.324, -1.385], [-1.670, -2.750, -3.308], [-1.192, -1.643, -2.126], [-2.289, -0.617, -1.269], [0.489, -1.460, -1.676]], "mulliken_charge": [-0.1416, -0.4214, -0.4490, -0.2577, -0.1541, 1.1940, -0.7824, -0.9300, -0.6642, -0.3089, 0.6506, -0.3538, 0.2551, -0.5627, -0.7206, -1.0257, 1.4030, -0.6869, -0.6349, -0.3130, -0.3441, -0.0153, 0.3517, 0.3705, 0.3408, 0.3143, 0.3335, 0.5755, 0.5049, 0.3213, 0.2988, 0.3564, 0.3547, 0.4561, -0.5059, 0.0618, -0.5413, -0.3293], "relative_energy_ev": 0.0000, "total_charge": -2}

E_HOMO per entry: -9.41, -2.01, 0.28 eV